{
  "formula": "CH3BCl2",
  "method": "wB97M-V/def2-TZVPD",
  "elements": ["Cl", "B", "H", "H", "Cl", "H", "C"],
  "coordinates": [[0.42, 1.92, 1.09], [0.52, -0.51, 0.20], [-0.73, 1.49, -1.04], [1.59, -1.03, 0.38], [1.64, 1.37, -1.62], [-0.57, -1.15, 0.50], [0.45, 0.91, -0.47]],
  "de_lowest_kj_mol": 194.3,
  "homo_lumo_gap_ev": 10.17,
  "multiplicity": 1
}

{
  "formula": "CH3Br2ClSi",
  "method": "wB97M-V/def2-TZVPD",
  "elements": ["Br", "Cl", "H", "Br", "H", "C", "H", "Si"],
  "coordinates": [[-1.53, 1.63, -1.00], [-1.22, 0.08, 2.31], [1.96, -0.62, 0.15], [-2.28, -2.46, -0.72], [1.53, 1.11, 0.29], [1.17, 0.06, -0.10], [1.06, 0.28, -1.20], [-0.70, -0.07, 0.28]],
  "de_lowest_kj_mol": 212.2,
  "homo_lumo_gap_ev": 7.81,
  "multiplicity": 1
}

{
  "formula": "CH3Br2P",
  "method": "wB97M-V/def2-TZVPD",
  "elements": ["H", "H", "Br", "P", "C", "H", "Br"],
  "coordinates": [[1.51, -0.19, -1.43], [1.63, 1.10, 0.07], [-2.31, 1.05, -0.26], [-0.35, -0.11, 0.21], [1.25, 0.16, -0.38], [-0.59, 0.16, 1.59], [-1.13, -2.18, 0.20]],
  "de_lowest_kj_mol": 219.7,
  "homo_lumo_gap_ev": 8.13,
  "multiplicity": 1,
  "smiles": "C=[PH](Br)Br"
}

{
  "formula": "CH3BrCl2OSi",
  "method": "wB97M-V/def2-TZVPD",
  "elements": ["Cl", "Si", "C", "Br", "O", "H", "Cl", "H", "H"],
  "coordinates": [[-1.46, -2.45, -0.42], [-0.10, -1.13, -0.87], [0.04, 1.06, 0.95], [1.77, -1.91, -1.68], [0.20, -0.31, 0.68], [0.10, 1.20, 2.04], [-0.65, 0.29, -2.18], [-0.86, 1.67, 0.73], [0.96, 1.57, 0.75]],
  "de_lowest_kj_mol": 34.4,
  "homo_lumo_gap_ev": 10.99,
  "multiplicity": 1,
  "smiles": "CO[Si](Cl)(Cl)Br"
}

In eV, the LUMO level values for the records above are, in order, -0.37; -2.01; -0.63; 0.44.